Molecular formula: CH3FN2
Method: DFT, ωB97M-V/def2-TZVPD

Last columns: bonded neighbours and bond lengths (Å).
Atoms and positions in Å:
1 F 3.284 0.082 0.200  H7 0.937
2 N -1.821 0.032 0.112  C4 1.352, H5 0.994, H6 0.999
3 N 0.684 0.008 0.222  C4 1.155
4 C -0.471 0.009 0.177  N2 1.352, N3 1.155
5 H -1.974 0.856 -0.422  N2 0.994
6 H -2.100 -0.836 -0.296  N2 0.999
7 H 2.397 -0.150 0.006  F1 0.937

## Properties
- ΔE to the lowest compared entry with this formula, charge and spin: 0.00 kJ/mol
- Largest force on an atom: 1.72 eV/Å
- HOMO-LUMO gap: 11.617 eV
- Total energy: -249.26673 Eh
- LUMO level: 0.20 eV
- Structure (SMILES): N#CN.F



Molecular formula: C20H22ClN3O2
Method: DFT, ωB97M-V/def2-TZVPD

Last columns: bonded neighbours and bond lengths (Å).
Atoms and positions in Å:
1 Cl 8.361 -0.901 0.160  C16 1.732
2 O -1.530 0.065 1.221  C7 1.220
3 O -0.951 2.211 -1.787  C25 1.220
4 N 2.474 -0.283 0.064  C10 1.446, C18 1.448, C21 1.385
5 N 0.886 2.001 -0.509  C13 1.447, C22 1.452, C25 1.349
6 N -2.528 1.929 0.427  C7 1.363, C24 1.448, H46 1.008
7 C -2.505 0.597 0.717  O2 1.220, N6 1.363, C19 1.486
8 C -6.027 -1.638 -0.126  C9 1.390, C23 1.384, H43 1.081
9 C -4.791 -2.274 -0.079  C8 1.390, C12 1.498, C14 1.387
10 C 1.763 0.425 1.105  N4 1.446, C13 1.539, H28 1.089, H48 1.096
11 C -5.006 0.476 0.382  C19 1.392, C23 1.383, H31 1.080
12 C -4.673 -3.743 -0.344  C9 1.498, H27 1.087, H38 1.088, H45 1.091
13 C 1.608 1.913 0.741  N5 1.447, C10 1.539, H34 1.087, H40 1.096
14 C -3.666 -1.513 0.201  C9 1.387, C19 1.391, H39 1.080
15 C 6.020 0.108 1.064  C16 1.383, C26 1.382, H44 1.079
16 C 6.640 -0.705 0.133  Cl1 1.732, C15 1.383, C17 1.386
17 C 5.882 -1.368 -0.818  C16 1.386, C20 1.378, H30 1.079
18 C 1.765 -0.165 -1.193  N4 1.448, C22 1.539, H29 1.095, H37 1.087
19 C -3.759 -0.143 0.421  C7 1.486, C11 1.392, C14 1.391
20 C 4.513 -1.208 -0.838  C17 1.378, C21 1.402, H47 1.078
21 C 3.856 -0.376 0.080  N4 1.385, C20 1.402, C26 1.401
22 C 1.594 1.315 -1.576  N5 1.452, C18 1.539, H32 1.090, H35 1.095
23 C -6.133 -0.278 0.111  C8 1.384, C11 1.383, H33 1.080
24 C -1.284 2.665 0.519  N6 1.448, C25 1.535, H41 1.092, H42 1.088
25 C -0.422 2.276 -0.690  O3 1.220, N5 1.349, C24 1.535
26 C 4.649 0.272 1.035  C15 1.382, C21 1.401, H36 1.078
27 H -3.820 -4.163 0.182  C12 1.087
28 H 2.268 0.299 2.062  C10 1.089
29 H 0.775 -0.615 -1.071  C18 1.095
30 H 6.361 -2.016 -1.536  C17 1.079
31 H -5.103 1.531 0.591  C11 1.080
32 H 1.007 1.412 -2.490  C22 1.090
33 H -7.103 0.197 0.087  C23 1.080
34 H 1.109 2.462 1.535  C13 1.087
35 H 2.575 1.782 -1.715  C22 1.095
36 H 4.207 0.925 1.770  C26 1.078
37 H 2.292 -0.685 -1.990  C18 1.087
38 H -5.575 -4.267 -0.036  C12 1.088
39 H -2.692 -1.975 0.255  C14 1.080
40 H 2.596 2.362 0.582  C13 1.096
41 H -1.499 3.735 0.489  C24 1.092
42 H -0.830 2.396 1.470  C24 1.088
43 H -6.915 -2.215 -0.340  C8 1.081
44 H 6.609 0.623 1.808  C15 1.079
45 H -4.530 -3.917 -1.411  C12 1.091
46 H -3.176 2.244 -0.279  N6 1.008
47 H 3.945 -1.762 -1.568  C20 1.078
48 H 0.761 -0.011 1.186  C10 1.096

## Properties
- ΔE to the lowest compared entry with this formula, charge and spin: 107.61 kJ/mol
- Largest force on an atom: 0.53 eV/Å
- HOMO-LUMO gap: 8.297 eV
- Total energy: -1550.31016 Eh
- LUMO level: 0.69 eV
- Structure (SMILES): Cc1cccc(C(=O)NCC(=O)N2CCN(c3ccc(Cl)cc3)CC2)c1